# 1
Computed, not measured: 13 unconnected molecules or ions with the total composition C41H88N12O9 in a non-equilibrium geometry, with the ωB97M-V functional and the def2-TZVPD basis.

Molar mass: 893.23 g mol⁻¹
Total charge: 0
HOMO: -8.960 eV
LUMO: 0.41 eV
Kohn-Sham gap: 9.37 eV
Multiplicity: 1

```
150
Properties=species:S:1:pos:R:3:forces:R:3
C -3.47459 3.82355 -1.80511 -1.0 -0.6 -0.6
O -4.21471 3.53860 -2.73637 0.0 0.2 0.6
N -3.86769 4.02907 -0.51069 0.1 -1.3 -1.4
C -2.84685 4.56946 0.32296 0.5 0.0 0.3
C -5.30757 4.15569 -0.23101 1.3 0.7 -0.7
H -2.39235 3.89805 -2.00210 0.0 0.1 0.4
H -2.85339 4.21577 1.33569 -0.3 -0.3 0.5
H -2.89166 5.64221 0.32878 0.1 0.8 0.1
H -1.88872 4.24396 -0.08505 0.0 0.3 0.1
H -5.89807 3.46056 -0.81727 0.2 -0.2 0.1
H -5.49260 4.09260 0.82554 -0.1 -0.2 0.4
H -5.49356 5.15423 -0.59593 -1.0 0.5 0.1
C 1.05924 3.93393 2.10141 1.6 0.4 2.2
O -0.11516 3.83395 1.86583 -0.7 -0.1 -0.7
N 1.79323 5.09620 2.06409 1.2 -1.6 0.0
C 3.22501 5.02556 2.39851 -0.9 0.1 1.8
C 1.14810 6.36640 1.98264 -0.7 -0.3 -0.1
H 1.65723 3.12838 2.66727 -0.6 0.4 -1.3
H 3.54666 4.00114 2.58149 -0.2 0.0 -0.3
H 3.42206 5.56141 3.36318 -0.2 -0.1 -0.8
H 3.85460 5.43102 1.64057 0.4 0.4 -0.7
H 0.12568 6.12551 1.70114 -0.1 0.4 -0.2
H 1.09211 6.80621 2.98171 0.3 0.4 -0.1
H 1.60594 7.01396 1.23308 0.0 0.1 0.2
C 2.47809 4.46145 -3.55638 -0.3 0.1 1.8
O 1.36985 3.97327 -3.57286 -0.6 -0.3 0.0
N 3.07887 4.86541 -2.38437 -0.1 0.8 -0.5
C 2.29799 4.72688 -1.15461 0.3 0.3 0.5
C 4.34435 5.62526 -2.40925 -1.0 0.3 1.2
H 3.00610 4.56243 -4.48433 1.0 0.4 -0.5
H 2.77689 5.21086 -0.29368 0.4 -0.2 -0.5
H 2.17692 3.68042 -0.93133 0.0 -0.4 0.2
H 1.29363 5.14650 -1.14571 -0.1 0.2 -0.7
H 5.06455 5.22242 -1.69058 -0.1 -0.2 -0.2
H 4.68941 5.52889 -3.39971 0.8 -0.1 -1.1
H 4.26466 6.72116 -2.18427 -0.4 -0.9 -0.1
C -6.83469 -2.60248 -0.01982 -0.5 -2.1 -2.4
O -7.23827 -2.67868 1.10630 0.0 -0.1 1.6
N -6.31379 -1.53971 -0.60389 0.9 0.8 -2.1
C -6.11904 -0.36551 0.19038 0.2 0.2 -0.3
C -6.12472 -1.44686 -2.10282 -0.9 -0.6 1.1
H -6.91050 -3.45470 -0.78133 -0.1 0.5 0.9
H -5.19060 -0.41439 0.77146 -0.1 0.1 -0.1
H -6.95990 -0.28614 0.86702 -0.1 0.4 0.2
H -6.09386 0.42561 -0.55198 0.1 0.6 0.5
H -5.08039 -1.31753 -2.40279 -0.2 -0.1 0.3
H -6.52685 -2.39609 -2.51063 0.4 0.6 0.0
H -6.72535 -0.60987 -2.52263 0.3 -0.5 0.4
C 4.82061 1.63442 2.93078 0.1 0.2 0.1
O 5.13180 2.43580 2.06955 -0.2 -0.1 -0.4
N 3.74886 0.81788 2.94821 -0.7 -1.5 -0.2
C 3.64746 -0.24080 3.99089 0.6 0.7 -0.7
C 2.91809 0.61560 1.71312 -0.5 0.6 1.8
H 5.42493 1.56184 3.84010 0.0 -0.2 0.3
H 4.00042 -1.17401 3.60762 0.0 -0.7 -0.6
H 2.63018 -0.38761 4.30597 -0.5 0.2 0.2
H 4.32271 -0.06998 4.82783 -0.3 0.6 0.1
H 1.81058 0.63122 1.99662 1.5 -0.1 -0.5
H 3.18918 1.44113 1.09540 -0.2 0.8 -0.6
H 3.20634 -0.25259 1.13639 0.0 -0.6 0.2
C 1.33554 -5.52534 2.07289 -0.4 -0.8 -1.1
O 2.44103 -5.02266 2.04820 0.2 0.2 0.3
N 0.18552 -4.98508 2.46889 0.2 0.5 1.1
C -1.04095 -5.75110 2.38690 0.0 0.4 0.0
C 0.13054 -3.63004 3.03096 -1.2 0.1 -0.6
H 1.09801 -6.51410 1.61720 0.6 0.0 0.2
H -0.82993 -6.73456 1.96679 -0.1 0.2 -0.1
H -1.77811 -5.20589 1.79045 0.0 -0.2 -0.1
H -1.45608 -5.89441 3.37535 -0.2 -0.1 0.3
H -0.14308 -2.96878 2.17911 0.6 0.1 0.6
H -0.74501 -3.55936 3.69964 0.5 -0.1 0.0
H 1.03602 -3.31137 3.56694 -0.3 -0.3 -0.5
C 0.66523 -0.37383 -6.58637 -1.1 -0.6 -0.7
O -0.38063 -0.69940 -7.16238 1.3 0.3 0.7
N 0.94529 0.83377 -6.07253 -1.2 -0.1 -0.3
C 2.24689 1.00735 -5.50860 1.0 0.9 0.6
C 0.10868 1.96219 -6.50423 1.8 0.4 0.4
H 1.53356 -1.03141 -6.44495 -0.3 -0.6 0.0
H 2.24422 1.56249 -4.53441 -0.2 -0.4 -0.9
H 2.89831 1.55125 -6.22164 -0.1 -0.1 0.3
H 2.68856 0.02096 -5.32294 -0.1 0.3 0.0
H 0.76447 2.55548 -7.16114 -0.5 0.1 -0.1
H -0.75518 1.61137 -7.02665 -0.4 -0.3 -0.2
H -0.16095 2.59271 -5.66766 -0.1 0.1 0.3
C -2.58806 -2.42833 -2.28723 0.8 0.0 -1.6
O -3.01605 -3.48782 -1.93380 -1.0 -1.6 0.9
N -2.12312 -2.20745 -3.54614 -0.1 1.1 0.3
C -1.49353 -0.96238 -3.90244 -1.6 1.0 -0.3
C -2.35623 -3.10473 -4.64557 1.0 0.4 -0.5
H -2.51629 -1.59585 -1.60178 0.2 0.8 0.2
H -0.45079 -1.05046 -4.04549 1.3 -0.2 -0.1
H -1.71342 -0.20435 -3.13899 0.2 -0.1 -0.1
H -1.92914 -0.60473 -4.85619 0.2 -0.1 0.4
H -2.97339 -3.87127 -4.28815 -1.1 -1.2 0.3
H -2.79116 -2.57695 -5.52070 0.2 -0.2 0.6
H -1.41020 -3.56497 -4.95347 -0.1 0.1 -0.2
C 1.49517 0.99345 -1.87599 -0.7 0.4 1.9
C 0.48539 0.26186 -0.96186 -0.8 0.0 -1.5
C -0.50735 1.22554 -0.31707 1.6 1.0 0.6
C -1.05817 0.83052 0.97869 0.2 0.1 -0.9
N -1.36698 0.59295 2.05303 -0.3 -0.4 0.7
H 2.19537 1.51620 -1.21414 0.3 -0.2 -0.2
H 1.06064 1.78251 -2.46699 -0.5 0.1 -0.4
H 1.99764 0.29097 -2.48268 0.7 -0.6 -0.6
H 0.97096 -0.29967 -0.21261 0.9 -0.6 0.9
H -0.05986 -0.48424 -1.55240 0.0 0.1 0.0
H -1.23655 1.54297 -1.04418 -0.5 0.2 0.0
H 0.12910 2.10604 -0.03225 -0.8 -0.3 -0.3
C -4.34813 -0.20992 4.40708 0.5 -0.9 0.5
C -3.83692 -1.67440 4.27872 -2.2 -0.4 -1.0
C -5.02521 -2.71691 3.96054 2.2 0.3 0.6
C -5.68480 -2.96796 5.22996 1.0 0.2 -3.1
N -6.02496 -3.18056 6.28005 -1.2 -0.5 3.1
H -5.30727 -0.23675 4.94848 0.3 0.2 -0.2
H -4.47779 0.27104 3.43070 0.0 -0.2 0.2
H -3.63266 0.37785 5.01134 -0.4 -0.1 -0.4
H -3.44038 -2.09256 5.17143 0.7 0.2 1.0
H -3.11579 -1.83378 3.50101 0.5 0.4 -0.5
H -4.56481 -3.63605 3.55256 -0.2 0.2 0.6
H -5.66606 -2.40661 3.19021 -1.2 0.7 -0.9
C 0.47507 -3.83821 -0.60721 0.8 -0.6 -0.2
C 1.42537 -4.66210 -1.48897 0.6 0.6 0.1
C 2.70271 -3.91387 -1.98798 -1.2 -1.0 0.1
C 2.28647 -2.81833 -2.85634 0.8 0.9 -1.1
N 2.03639 -2.00520 -3.64290 -0.1 -0.8 1.0
H 0.97945 -3.47425 0.28673 0.2 0.0 0.0
H -0.33733 -4.47945 -0.26932 -0.3 0.2 -0.2
H 0.12452 -2.98927 -1.16793 -0.5 0.3 -0.2
H 0.91592 -5.06544 -2.35040 -0.3 -0.2 -0.2
H 1.84889 -5.46767 -0.92902 -0.1 -0.8 0.5
H 3.35871 -4.64106 -2.50226 -0.4 0.5 -0.2
H 3.25217 -3.63060 -1.11098 0.3 0.8 0.3
C 4.80416 -3.09582 2.01596 -0.9 -0.4 -1.1
C 6.09400 -2.46377 1.56511 2.1 -0.6 0.3
C 6.35540 -2.55747 0.03275 -0.6 0.5 0.0
C 5.37358 -1.69834 -0.64599 2.0 -1.6 1.2
N 4.62748 -0.99769 -1.11946 -2.0 1.7 -1.2
H 4.67390 -3.20973 3.08950 0.0 0.5 0.0
H 4.68784 -4.10542 1.64660 0.5 -0.6 -0.1
H 3.93119 -2.64807 1.50485 0.2 0.3 0.7
H 6.96682 -2.92744 2.13857 -1.0 0.6 -0.9
H 6.13201 -1.40528 1.75554 -0.1 0.5 0.6
H 6.17515 -3.53747 -0.33496 -0.2 -1.2 -0.2
H 7.33498 -2.28936 -0.38328 0.0 0.2 0.7
C -0.71787 -0.34279 5.87490 0.1 0.7 0.1
O -0.30111 -0.74352 4.61272 0.6 -0.6 -1.4
H -0.70383 0.76864 5.92912 0.0 -0.6 0.5
H -1.71755 -0.71043 6.07774 -0.3 0.0 0.3
H -0.00976 -0.81858 6.55908 -0.2 0.4 0.2
H -0.79335 -0.31442 3.89932 -0.1 0.1 0.1
```
Positions in Å, forces in eV/Å.

Results of the Löwdin charge analysis, in e, for atoms 1 through 8: -0.345, -0.001, -0.192, -0.084, -0.016, 0.130, 0.082, 0.085



# 2
Computed, not measured: 3 unconnected molecules or ions with the total composition C2H10N2O2 in a non-equilibrium geometry, with the ωB97M-V functional and the def2-TZVPD basis.

Molar mass: 94.11 g mol⁻¹
Total charge: 0
Structure (SMILES): [H]/N=C/NC.O.O
HOMO: -9.006 eV
LUMO: 0.76 eV
Kohn-Sham gap: 9.77 eV
Multiplicity: 1

```
16
Properties=species:S:1:pos:R:3:forces:R:3
H -2.19623 -1.52128 1.25266 0.6 0.1 0.6
N -1.58660 -1.12673 0.55254 2.3 1.1 -0.5
C -0.36074 -0.72196 0.85118 -2.4 -1.0 -1.8
N 0.42939 -0.19748 -0.14663 -0.9 0.9 -1.6
C 1.84873 0.16211 -0.03166 0.4 0.3 -0.1
H 0.07684 -0.86749 1.82059 0.5 0.2 0.5
H -0.07695 0.06704 -1.04777 0.9 -1.0 1.7
H 2.23988 0.96324 -0.80375 -1.3 -1.4 1.6
H 1.91187 0.51259 1.00405 0.8 0.3 -0.2
H 2.54844 -0.70025 -0.13501 -0.6 0.4 -0.1
O 0.64658 2.83430 1.27680 1.6 -1.6 -0.8
H 0.80826 2.25544 0.47423 -0.8 1.3 1.4
H -0.12200 3.36601 1.16003 -0.9 0.4 -0.5
O -1.14921 -1.33079 -2.24418 -2.9 3.0 0.3
H -0.53420 -1.96028 -2.39780 3.1 -3.1 -1.0
H -1.46226 -1.51456 -1.34669 -0.4 0.2 0.5
```
Positions in Å, forces in eV/Å.

Results of the natural (NBO) charge analysis, in e, for atoms 1 through 8: 0.365, -0.808, 0.303, -0.642, -0.438, 0.166, 0.439, 0.218



# 3
Computed, not measured: a molecular structure, C41H48AsNO3RhSSi in a non-equilibrium geometry, with the ωB97M-V functional and the def2-TZVPD basis.

Molar mass: 840.82 g mol⁻¹
Total charge: -1
HOMO (alpha / beta): -4.627 / -5.396 eV
LUMO (alpha / beta): 2.47 / 1.42 eV
Kohn-Sham gap (alpha / beta): 7.10 / 6.81 eV
Multiplicity: 5

```
97
Properties=species:S:1:pos:R:3:forces:R:3
Rh 2.13285 0.14455 0.66347 -0.3 -0.8 0.0
S 2.98515 2.52475 0.29267 0.6 -0.6 0.0
C 1.93875 3.80505 0.82597 -0.4 -0.1 -0.1
C 2.47105 5.04345 1.17677 0.0 -0.1 0.0
C 1.64005 6.05675 1.61347 -0.1 0.1 0.0
C 0.27485 5.84055 1.71697 0.0 0.1 0.0
C -0.26025 4.62095 1.32917 -0.3 -0.1 -0.1
C 0.55335 3.60445 0.85617 0.3 -0.1 0.1
As 0.01495 1.81975 0.23197 -0.3 0.9 -0.1
C -1.90775 2.25635 0.28947 0.1 -0.3 0.1
C -2.58185 2.02235 1.48257 0.2 -0.2 0.1
C -3.86985 2.49255 1.67217 -0.1 0.0 0.1
C -4.50345 3.20085 0.66297 -0.1 0.1 0.0
C -3.84925 3.41345 -0.53873 0.0 0.1 0.0
C -2.56285 2.93505 -0.72683 0.3 0.1 -0.2
C 0.43185 2.13195 -1.64993 0.0 0.0 -0.2
C 0.41605 3.38715 -2.25073 -0.1 0.1 0.3
C 0.82865 3.54205 -3.56323 0.0 0.1 -0.1
C 1.26035 2.44655 -4.29243 0.0 0.0 -0.1
C 1.28895 1.19515 -3.69803 0.1 0.0 -0.1
C 0.88455 1.04315 -2.38343 -0.1 -0.2 0.1
H 3.53515 5.20185 1.09427 0.1 0.0 0.0
H 2.05925 7.02035 1.86687 0.0 0.1 0.1
H -0.37355 6.62525 2.08577 0.0 0.0 0.0
H -1.33295 4.46835 1.37957 0.0 0.0 0.0
H -2.07815 1.46715 2.26647 -0.1 0.0 0.1
H -4.37245 2.31825 2.61417 0.0 0.0 0.0
H -5.50505 3.58575 0.80957 0.0 0.0 0.0
H -4.33745 3.96645 -1.33043 0.0 0.0 -0.1
H -2.06245 3.09785 -1.67283 0.0 0.0 0.0
H 0.10685 4.25895 -1.68023 0.0 -0.1 0.0
H 0.82425 4.52585 -4.01653 0.0 0.0 0.0
H 1.58635 2.56885 -5.31713 0.0 0.0 0.0
H 1.64255 0.34045 -4.25713 0.0 -0.1 0.0
H 0.92855 0.07455 -1.89803 0.0 0.0 -0.1
N 4.60425 0.18085 0.41117 0.0 0.5 0.0
C 5.52325 -0.94905 0.45287 0.3 -0.3 -0.2
C 5.05685 -2.02305 -0.51863 -0.6 -0.3 0.4
C 3.76415 -2.69775 0.04627 1.6 -0.2 -0.7
O 3.79645 -3.90505 0.25357 0.0 -0.3 0.1
O 2.77945 -1.94335 0.24557 -1.2 0.9 0.4
H 4.63235 0.59075 -0.52243 0.0 0.1 0.2
H 4.88635 0.90225 1.06947 -0.1 0.0 -0.2
H 5.52775 -1.35655 1.46857 0.1 0.1 -0.1
H 6.55195 -0.63025 0.19387 -0.3 -0.1 0.2
H 5.81925 -2.79205 -0.64733 -0.1 0.1 0.0
H 4.83335 -1.57005 -1.48903 0.0 0.0 0.0
C 0.09795 -0.87585 3.39587 0.1 0.2 0.1
C 1.15615 0.12215 3.85937 -0.3 0.1 -0.1
C 0.57485 1.53195 3.93377 0.1 -0.2 -0.1
C 2.37135 0.06475 2.95737 0.2 -0.1 0.4
H -0.21515 -0.63185 2.38027 -0.1 -0.1 -0.1
H -0.77165 -0.87555 4.05157 -0.1 0.0 0.1
H 0.51555 -1.87675 3.37677 0.0 -0.2 0.0
H 1.47495 -0.16355 4.88107 0.0 0.0 -0.2
H 1.33995 2.25295 4.21567 0.1 0.2 0.0
H -0.23365 1.58635 4.66047 -0.1 0.0 0.1
H 0.18215 1.81355 2.95287 0.0 0.1 0.2
H 2.83655 -0.92415 3.01117 0.1 0.0 -0.2
H 3.09135 0.84405 3.22837 0.0 0.0 -0.3
C -1.05625 -3.93745 -2.79903 0.0 0.2 0.2
C 0.04895 -3.34485 -1.92513 -0.2 0.4 0.2
C 0.73655 -4.48855 -1.18443 0.0 0.1 0.1
C 1.08925 -2.65125 -2.79743 -0.1 0.0 0.1
Si -0.68185 -2.07615 -0.62233 -1.0 -1.2 -1.0
O 0.27325 -1.00685 -0.00863 1.5 1.2 0.8
C -1.55115 -3.26045 0.60197 0.2 0.6 -0.3
C -0.84205 -3.83545 1.64857 0.0 0.0 0.1
C -1.45025 -4.71485 2.52737 0.1 -0.1 0.2
C -2.79145 -5.02765 2.38097 -0.1 -0.1 0.1
C -3.51015 -4.46955 1.33797 -0.2 -0.2 0.0
C -2.88755 -3.60615 0.45467 -0.2 0.0 -0.1
C -2.12045 -1.04835 -1.38003 0.5 -0.5 0.2
C -2.14675 -0.57915 -2.68513 0.0 0.0 -0.2
C -3.17555 0.22585 -3.14763 0.0 0.1 -0.2
C -4.21265 0.57665 -2.30243 -0.2 0.0 0.0
C -4.19025 0.14685 -0.98713 -0.1 -0.1 0.1
C -3.14195 -0.63365 -0.53403 -0.2 0.0 0.0
H -0.63405 -4.66925 -3.49183 0.1 -0.1 -0.1
H -1.56575 -3.17155 -3.37923 -0.1 0.0 -0.1
H -1.79805 -4.44315 -2.18333 -0.2 -0.1 0.0
H 1.19015 -5.17845 -1.90053 0.1 -0.1 -0.1
H 0.02625 -5.04765 -0.57703 0.0 -0.1 0.0
H 1.52495 -4.11515 -0.53753 0.2 -0.1 0.1
H 1.56825 -3.36955 -3.46853 0.0 -0.1 -0.1
H 1.85575 -2.21295 -2.16313 0.2 0.1 0.0
H 0.63975 -1.86475 -3.40163 0.0 0.1 -0.2
H 0.20345 -3.59155 1.75597 0.2 0.0 0.1
H -0.87405 -5.16135 3.32707 0.0 0.0 0.1
H -3.27795 -5.70595 3.07067 0.0 0.0 0.0
H -4.55865 -4.70735 1.21167 -0.1 0.0 0.0
H -3.45785 -3.18905 -0.36573 -0.1 0.0 0.0
H -1.34535 -0.83865 -3.36253 0.1 0.0 -0.1
H -3.16485 0.58105 -4.17113 0.0 0.0 0.0
H -5.02855 1.19305 -2.65813 0.0 0.0 0.0
H -4.98055 0.43805 -0.30923 0.0 0.0 0.1
H -3.11525 -0.93605 0.50277 -0.1 0.0 0.2
```
Positions in Å, forces in eV/Å.

Results of the Löwdin charge analysis, in e, for atoms 1 through 8: 0.929, 0.635, -0.697, -0.131, -0.106, -0.102, -0.098, -0.406